The ion C5H15N2O with charge +1 at a distorted geometry. Source: OMol25; level of theory: wB97M-V/def2-TZVPD.

Positions of all 23 atoms, in Å:
1 N 2.37 -0.62 -1.86
2 C 0.93 -0.23 -1.44
3 C -0.01 -0.77 -2.69
4 C 0.60 -1.01 -0.09
5 N -0.60 -0.28 0.36
6 C -0.22 0.86 1.21
7 C -1.59 1.46 1.75
8 O -1.82 0.66 2.91
9 H 2.91 0.07 -2.36
10 H 2.84 -0.82 -0.95
11 H 2.33 -1.44 -2.59
12 H 0.70 0.84 -1.36
13 H -0.90 0.02 -2.61
14 H 0.34 -0.64 -3.67
15 H -0.37 -1.75 -2.41
16 H 1.37 -0.86 0.59
17 H 0.58 -2.07 -0.18
18 H -1.21 -0.92 0.88
19 H 0.31 1.67 0.67
20 H 0.35 0.69 2.03
21 H -1.67 2.43 2.15
22 H -2.49 1.24 1.07
23 H -1.13 0.70 3.57

Calculated values
- Spin multiplicity: 1
- HOMO level: -12.95 eV
- E_LUMO: -3.67 eV
- Energy above the lowest of the compared OMol25 structures with the same formula, charge and spin: 332.7 kJ/mol
- Total charge: +1
- DFT total energy: -10447.1123 eV

A cluster of 3 separate species, C3H10N4 in total at a distorted geometry. Source: OMol25; level of theory: wB97M-V/def2-TZVPD.

Positions of all 17 atoms, in Å:
1 C 3.22 -1.66 -3.86
2 C -6.23 2.57 6.16
3 C -4.89 3.39 7.92
4 N -6.92 2.16 5.35
5 N 3.97 -0.66 -4.29
6 N 3.00 -2.83 -4.34
7 N 3.63 -3.27 -5.56
8 H 2.68 -1.50 -2.93
9 H -3.97 3.37 7.35
10 H -5.44 4.32 8.03
11 H -5.11 2.57 8.59
12 H -7.55 1.84 4.64
13 H 4.00 0.20 -3.77
14 H 4.53 -0.68 -5.13
15 H 4.66 -3.29 -5.50
16 H 3.30 -4.25 -5.68
17 H 3.35 -2.73 -6.39

Calculated values
- Spin multiplicity: 1
- HOMO level: -15.93 eV
- E_LUMO: -7.82 eV
- Energy above the lowest of the compared OMol25 structures with the same formula, charge and spin: 289.3 kJ/mol
- Total charge: +2
- DFT total energy: -9213.9073 eV

A cluster of 2 separate species, C15H29Cl2NO4 in total. Source: OMol25; level of theory: wB97M-V/def2-TZVPD.

Positions of all 51 atoms, in Å:
1 C 3.45 -3.43 1.33
2 C 2.71 -3.59 0.03
3 O 1.87 -4.42 -0.14
4 O 3.06 -2.75 -0.99
5 C 2.92 -1.34 -0.71
6 C 2.13 -0.66 -1.82
7 C 1.05 0.31 -1.35
8 C 0.01 -0.37 -0.44
9 N -0.71 0.57 0.50
10 C -2.20 0.46 0.30
11 C -2.91 -0.83 0.69
12 C -4.15 -0.49 1.54
13 C -3.40 -1.57 -0.58
14 C -0.34 0.56 1.94
15 Cl 0.14 -1.03 2.56
16 C 0.71 1.60 2.34
17 C 2.11 1.46 1.74
18 Cl 0.02 3.22 2.08
19 H 4.23 -4.19 1.41
20 H 3.90 -2.44 1.41
21 H 2.72 -3.52 2.14
22 H 3.93 -0.91 -0.61
23 H 2.44 -1.22 0.27
24 H 2.84 -0.09 -2.42
25 H 1.70 -1.41 -2.48
26 H 1.46 1.23 -0.91
27 H 0.50 0.64 -2.23
28 H 0.44 -1.22 0.09
29 H -0.75 -0.76 -1.11
30 H -0.53 1.54 0.13
31 H -2.61 1.32 0.85
32 H -2.30 0.72 -0.75
33 H -2.27 -1.54 1.22
34 H -4.95 -0.12 0.88
35 H -4.50 -1.35 2.10
36 H -3.94 0.33 2.23
37 H -4.29 -2.16 -0.35
38 H -2.66 -2.29 -0.93
39 H -3.62 -0.87 -1.38
40 H -1.24 0.84 2.48
41 H 0.80 1.48 3.42
42 H 2.25 2.11 0.89
43 H 2.83 1.78 2.49
44 H 2.33 0.42 1.52
45 C -0.65 4.05 -2.98
46 C -0.88 2.62 -2.48
47 O -1.17 2.47 -1.25
48 O -0.75 1.70 -3.31
49 H -0.77 4.77 -2.18
50 H 0.36 4.13 -3.38
51 H -1.35 4.27 -3.78

Calculated values
- Spin multiplicity: 1
- HOMO level: -8.21 eV
- E_LUMO: 0.14 eV
- DFT total energy: -50749.7421 eV

A structure of composition C4H9NO. Source: OMol25; level of theory: wB97M-V/def2-TZVPD.

Positions of all 15 atoms, in Å:
1 C -1.86 -0.07 -0.14
2 C -0.59 0.76 -0.07
3 O -0.40 1.28 1.23
4 C 0.61 -0.05 -0.53
5 C 2.00 0.41 -0.34
6 N 1.18 -0.89 0.54
7 H -2.72 0.51 0.22
8 H -2.07 -0.41 -1.16
9 H -1.77 -0.96 0.50
10 H -0.68 1.64 -0.72
11 H -0.27 0.52 1.81
12 H 0.39 -0.65 -1.42
13 H 1.96 -0.16 0.94
14 H 2.65 -0.15 -1.04
15 H 1.57 -1.77 0.20

Calculated values
- Spin multiplicity: 1
- HOMO level: -8.74 eV
- E_LUMO: 0.81 eV
- Energy above the lowest of the compared OMol25 structures with the same formula, charge and spin: 468.7 kJ/mol
- DFT total energy: -7827.4627 eV

The molecule C3H5FO3 at a distorted geometry. Source: OMol25; level of theory: wB97M-V/def2-TZVPD.

Positions of all 12 atoms, in Å:
1 C 0.77 0.36 -0.08
2 C -1.56 -0.41 0.66
3 C -0.70 0.14 -0.53
4 O 1.07 0.78 1.04
5 O 2.90 0.30 -0.65
6 O 1.55 0.14 -1.06
7 F -0.66 -0.80 -1.48
8 H -1.25 -1.46 0.77
9 H -1.21 0.15 1.46
10 H -2.72 -0.50 0.49
11 H -0.94 1.05 -0.98
12 H 2.74 0.25 0.36

Calculated values
- Spin multiplicity: 1
- HOMO level: -11.22 eV
- E_LUMO: 0.73 eV
- Energy above the lowest of the compared OMol25 structures with the same formula, charge and spin: 306.0 kJ/mol
- DFT total energy: -12048.7525 eV

A cluster of 2 separate species, C3H6N2O2 in total at a distorted geometry. Source: OMol25; level of theory: wB97M-V/def2-TZVPD.

Positions of all 13 atoms, in Å:
1 C -1.93 -0.88 -0.60
2 C -0.94 -1.19 0.18
3 C 0.79 0.79 0.41
4 N 2.71 -0.56 0.21
5 N -0.09 1.83 0.30
6 O 3.39 -1.11 -0.61
7 O 1.55 0.32 -0.51
8 H -2.62 -1.60 -0.90
9 H -2.11 0.12 -1.05
10 H -0.54 -2.06 0.66
11 H 1.17 0.69 1.52
12 H -0.81 1.70 0.98
13 H -0.57 1.93 -0.58

Calculated values
- Spin multiplicity: 3
- HOMO level (spin up / spin down): -6.40 / -9.33 eV
- E_LUMO (spin up / spin down): 0.55 / -1.18 eV
- Energy above the lowest of the compared OMol25 structures with the same formula, charge and spin: 361.6 kJ/mol
- DFT total energy: -10275.9788 eV

> Number 4 is which compound?

C4H9NO

> The highest spin multiplicity belongs to which entry?

C3H6N2O2

> DFT total energy of number 6 (C3H6N2O2)?

-10275.9788 eV